a.
The following is a quantum chemistry calculation of a structure of composition C33H26F12N4O3Ta, from OMol25.

Calculated values
lowest unoccupied orbital energy = -0.14635 Eh
HOMO = -11.365 eV

```
! RIJCOSX wB97M-V def2-TZVPD def2/J DEFGRID3
* xyz 1 1
Ta -0.181 -0.209 0.977
C -0.346 2.301 3.745
C -0.145 0.821 3.605
C 1.154 0.277 3.651
C 1.375 -1.089 3.640
C 2.758 -1.662 3.684
C 0.269 -1.950 3.552
C -1.025 -1.464 3.464
C -2.210 -2.381 3.395
C -1.214 -0.059 3.474
H 0.005 2.614 4.730
H -1.395 2.573 3.654
H 0.232 2.850 3.002
H 1.996 0.956 3.706
H 2.975 -2.199 2.758
H 2.846 -2.381 4.498
H 3.509 -0.887 3.821
H 0.430 -3.022 3.538
H -2.549 -2.512 2.368
H -3.038 -1.976 3.976
H -1.957 -3.364 3.787
H -2.225 0.326 3.446
C -4.641 1.437 -4.452
C -3.501 1.097 -3.535
C -2.181 1.119 -3.959
C -1.149 0.781 -3.106
C -1.388 0.397 -1.786
N -0.287 0.045 -0.941
C 1.030 0.070 -1.541
C 1.298 -0.867 -2.537
C 2.520 -0.880 -3.174
C 3.508 0.043 -2.832
C 4.823 0.069 -3.558
C 3.243 0.947 -1.813
C 2.018 0.964 -1.141
C 1.764 1.915 0.024
O 0.890 1.378 0.973
C 1.159 3.247 -0.490
F -0.021 2.996 -1.069
F 1.954 3.816 -1.394
F 0.954 4.109 0.505
C 3.060 2.187 0.851
F 3.950 2.949 0.220
F 3.644 1.007 1.145
F 2.766 2.777 2.009
C -2.713 0.424 -1.328
C -3.735 0.762 -2.211
C -3.069 0.214 0.135
O -2.057 -0.459 0.820
C -4.365 -0.616 0.346
F -4.428 -1.070 1.598
F -4.400 -1.654 -0.477
F -5.455 0.139 0.139
C -3.198 1.603 0.824
F -3.918 2.476 0.147
F -3.689 1.516 2.063
F -1.934 2.102 0.939
H -4.282 1.863 -5.387
H -5.317 2.154 -3.986
H -5.222 0.544 -4.691
H -1.944 1.410 -4.975
H -0.140 0.832 -3.483
H 0.516 -1.560 -2.819
H 2.708 -1.612 -3.950
H 4.744 0.671 -4.466
H 5.128 -0.933 -3.857
H 5.610 0.503 -2.943
H 4.013 1.655 -1.542
H -4.753 0.787 -1.852
N 3.026 -2.426 -0.101
C 1.700 -2.505 0.048
O 1.175 -1.568 0.830
C 0.898 -3.472 -0.507
C -0.485 -3.444 -0.195
N -1.589 -3.355 0.121
C 1.474 -4.407 -1.408
N 2.044 -5.109 -2.120
H 3.488 -1.566 0.147
H 3.491 -3.065 -0.726
*
```

---

b.
The following is a quantum chemistry calculation of a structure of composition C33H26F12N4O3Ta, from OMol25.

Calculated values
lowest unoccupied orbital energy = -0.16295 Eh
HOMO = -11.128 eV

```
! RIJCOSX wB97M-V def2-TZVPD def2/J DEFGRID3
* xyz 1 1
Ta -0.074 -1.347 -0.224
C 2.641 -2.928 1.590
C 1.778 -1.813 2.090
C 0.348 -1.940 2.028
C -0.471 -1.030 2.784
C -1.869 -1.395 3.157
C 0.114 0.120 3.262
C 1.500 0.317 3.190
C 2.111 1.537 3.800
C 2.318 -0.675 2.644
H 2.151 -3.516 0.813
H 2.849 -3.599 2.428
H 3.592 -2.565 1.205
H -0.024 -2.961 1.897
H -1.821 -1.920 4.116
H -2.336 -2.066 2.441
H -2.495 -0.516 3.293
H -0.495 0.849 3.784
H 2.248 1.371 4.872
H 1.465 2.405 3.681
H 3.085 1.755 3.365
H 3.392 -0.548 2.660
C 3.875 4.521 0.758
C 2.818 3.485 0.503
C 1.545 3.589 1.052
C 0.579 2.634 0.796
C 0.834 1.539 -0.029
N -0.267 0.648 -0.306
C -1.476 1.341 -0.691
C -1.364 2.593 -1.299
C -2.470 3.356 -1.616
C -3.755 2.906 -1.343
C -4.971 3.724 -1.666
C -3.875 1.623 -0.830
C -2.775 0.823 -0.532
C -3.010 -0.662 -0.336
O -1.922 -1.285 0.278
C -3.026 -1.293 -1.758
F -1.765 -1.042 -2.255
F -3.175 -2.613 -1.729
F -3.892 -0.774 -2.596
C -4.276 -1.044 0.466
F -5.384 -0.928 -0.269
F -4.196 -2.311 0.879
F -4.400 -0.269 1.546
C 2.144 1.373 -0.504
C 3.095 2.356 -0.257
C 2.517 0.053 -1.165
O 1.763 -0.930 -0.512
C 2.167 0.016 -2.674
F 2.899 0.890 -3.356
F 2.351 -1.201 -3.177
F 0.872 0.334 -2.832
C 3.998 -0.362 -0.950
F 4.318 -0.250 0.350
F 4.174 -1.639 -1.288
F 4.855 0.376 -1.649
H 3.431 5.486 0.993
H 4.521 4.646 -0.110
H 4.507 4.232 1.600
H 1.295 4.437 1.679
H -0.414 2.759 1.207
H -0.384 2.989 -1.523
H -2.324 4.322 -2.084
H -4.714 4.774 -1.798
H -5.717 3.652 -0.875
H -5.435 3.376 -2.590
H -4.871 1.222 -0.700
H 4.093 2.240 -0.659
N -0.240 -5.284 -1.020
C -0.200 -4.189 -1.797
O -0.075 -3.036 -1.150
C -0.254 -4.221 -3.166
C -0.175 -3.027 -3.927
N -0.130 -2.055 -4.540
C -0.404 -5.495 -3.782
N -0.562 -6.566 -4.171
H -0.394 -6.185 -1.445
H -0.370 -5.189 -0.030
*
```

---

Relative to the most stable one, in kJ/mol, the structures come out at a 0.0; b 122.4.